{"formula": "C21H35Cl2N4O3STb", "method": "ωB97M-V/def2-TZVPD", "energy_ha": -3408.9295, "multiplicity": 7, "orbital_gap_ev": [7.497, 4.262], "e_lumo_ev": [0.15, 0.14], "s2": 13.072, "symbols": ["O", "C", "C", "C", "H", "C", "H", "C", "H", "C", "H", "C", "H", "H", "C", "C", "H", "H", "H", "C", "C", "H", "H", "H", "H", "Tb", "Cl", "Cl", "H", "H", "C", "C", "N", "H", "C", "O", "H", "H", "H", "H", "H", "H", "C", "C", "N", "H", "C", "O", "H", "H", "H", "H", "S", "C", "N", "C", "C", "C", "N", "H", "H", "H", "H", "H", "H", "H", "H"], "coordinates": [[-0.989235, 2.134862, -1.531222], [-0.386907, 3.154102, -1.976316], [-1.072856, 4.080547, -2.877420], [-1.974856, 3.595916, -3.857979], [-2.016493, 2.517947, -4.011799], [-2.770052, 4.487696, -4.575862], [-3.447983, 4.103228, -5.344653], [-2.682043, 5.863472, -4.317351], [-3.339209, 6.552031, -4.845842], [-1.723144, 6.355389, -3.421057], [-1.569111, 7.433637, -3.311076], [-0.952828, 5.473374, -2.667557], [-0.260641, 5.830116, -1.901441], [0.604743, 3.406661, -1.549667], [2.602119, 2.216820, -2.682672], [2.366927, 2.073067, -1.243943], [3.646172, 2.091521, -3.016619], [2.276013, 3.208008, -3.022806], [1.970461, 1.444251, -3.175916], [2.749711, 1.278920, -0.260767], [4.164209, 0.623150, -0.092851], [2.107030, 1.013959, 0.602332], [4.946542, 1.129722, -0.694681], [4.164591, -0.441709, -0.403720], [4.512951, 0.631443, 0.959308], [-1.307656, 0.813506, 0.188736], [-0.847277, -0.720531, -1.903004], [-1.697262, 3.233264, 1.068757], [-4.964351, 1.093899, -2.613389], [-5.646775, -1.155864, -2.710846], [-4.103134, 0.924592, -1.969697], [-4.793628, -1.499985, -2.131214], [-4.250307, -0.393082, -1.351171], [-4.036078, 1.695678, -1.193530], [-3.854890, -0.627676, -0.109014], [-3.404138, 0.263773, 0.701044], [-5.103206, -2.288119, -1.445198], [-3.876642, -1.680756, 0.198845], [-3.195102, 0.966945, -2.581540], [-4.065950, -1.924253, -2.825731], [0.778347, 0.042118, 5.710819], [-1.362438, 1.578481, 6.158509], [0.976984, 0.659410, 4.825195], [-0.925689, 2.156089, 5.330034], [-0.256988, 1.285451, 4.369324], [1.355518, 0.047587, 4.006338], [-0.687408, 1.172319, 3.140479], [-0.048758, 0.635135, 2.172080], [-1.726878, 2.696806, 4.815217], [-1.664675, 1.618617, 2.930593], [1.712756, 1.424581, 5.108909], [-0.211010, 2.873679, 5.759848], [-0.474799, -2.329237, 0.957601], [1.141081, -2.880986, 0.947598], [1.871684, -2.953769, -0.193189], [3.180122, -3.621616, -0.339271], [3.462356, -4.558972, 0.805837], [3.093447, -3.918441, 2.133504], [1.754602, -3.331694, 2.075418], [1.439452, -2.482105, -0.985085], [3.964059, -2.856689, -0.410524], [3.163637, -4.155715, -1.289203], [4.525961, -4.790989, 0.826952], [2.921952, -5.499568, 0.668461], [3.814571, -3.128813, 2.393131], [3.111379, -4.646975, 2.950282], [1.341373, -2.967502, 2.932803]], "forces_ev_per_angstrom": [[-0.8846, -2.4282, 0.9132], [0.7133, 2.5905, -0.9372], [0.2456, -0.5657, 0.8425], [-0.1019, 0.4411, 0.1774], [-0.0610, 0.2383, -0.0847], [0.1960, -0.1768, 0.3580], [0.1312, 0.2174, 0.3056], [0.1087, 0.0189, -0.3607], [0.2166, -0.0952, 0.0244], [0.1135, -0.1921, 0.1547], [-0.2721, -0.3613, 0.0891], [0.0829, 0.0461, -0.6850], [-0.1948, -0.0432, -0.2542], [-0.7730, 0.2449, -0.1092], [-0.2017, 0.4256, -0.4635], [0.3515, -1.7660, 0.6475], [-0.1273, -0.1418, 0.3129], [0.0215, -0.2907, -0.1347], [0.3669, 0.5647, 0.1415], [0.8888, -0.1505, 0.5832], [-0.0466, 0.0815, -0.4286], [0.1144, 0.5896, -0.4419], [-0.5547, -0.2038, 0.2616], [-0.1698, 0.4531, 0.0796], [-0.3811, 0.1656, -0.4705], [1.6084, 0.9704, -1.2847], [-0.1595, -0.4311, -0.2967], [-0.2418, 0.1690, 0.5100], [-0.0459, 0.1212, 0.1048], [-0.1036, 0.0555, 0.1206], [0.0634, 0.0922, -0.0488], [0.2082, -0.1646, -0.0852], [0.0941, -0.1848, 0.9299], [-0.1035, -0.1752, -0.2237], [0.2058, 0.8511, 0.1200], [-0.7798, -1.4691, -1.3225], [-0.0801, 0.0468, -0.1184], [-0.2675, 0.2243, 0.0710], [-0.0297, -0.1258, 0.1766], [0.1833, 0.2312, 0.0802], [-0.0488, 0.0840, -0.2406], [0.1604, 0.0625, -0.2545], [0.1026, 0.0582, -0.1181], [-0.4396, -0.0508, 0.0842], [0.5675, 0.0237, 1.0835], [0.0918, 0.0528, 0.1761], [0.5051, -0.4399, -2.1104], [-0.8576, 0.5890, 1.7220], [0.2097, -0.0322, 0.1731], [0.0893, 0.1033, 0.2975], [-0.1466, -0.1661, -0.1894], [-0.1733, -0.1946, -0.3002], [0.6250, -0.2827, 0.6490], [0.5643, -0.0824, -0.3523], [-0.5211, -0.0021, 0.4031], [-0.3451, 0.8983, -0.3462], [-0.1419, -0.2462, 0.3153], [-0.0711, 0.5626, 0.2007], [-0.5297, 0.2780, 0.1548], [0.0648, -0.3511, 0.0935], [-0.0708, -0.0842, 0.0426], [0.0469, -0.0318, 0.0236], [0.0168, -0.0885, -0.0744], [-0.0582, 0.1104, 0.0793], [0.0207, -0.1590, -0.1326], [-0.0233, 0.0402, -0.1809], [0.0275, -0.5244, -0.4534]], "mulliken_charge": [0.208, -0.714, 0.579, -0.350, 0.410, -0.536, 0.345, -0.496, 0.352, -0.431, 0.349, -0.548, 0.349, 0.491, -0.814, 0.163, 0.360, 0.273, 0.178, 0.140, -1.113, 0.055, 0.380, 0.028, 0.330, 0.389, -0.542, -0.557, 0.444, 0.300, -1.252, -0.898, 0.376, 0.381, 0.185, -0.626, 0.347, 0.281, 0.404, 0.318, 0.319, 0.342, -0.857, -0.934, 0.267, 0.172, 0.148, -0.269, 0.295, 0.223, 0.336, 0.314, -0.315, 0.071, -0.046, -0.480, -0.609, -0.639, -0.150, 0.157, 0.189, 0.355, 0.365, 0.299, 0.299, 0.365, 0.247]}

=====

{"formula": "C5H10NO3", "method": "ωB97M-V/def2-TZVPD", "relative_energy_kcal_mol": 14.5, "total_charge": -1, "energy_ha": -477.0789, "orbital_gap_ev": 8.430, "e_lumo_ev": 3.78, "symbols": ["C", "C", "C", "O", "N", "H", "H", "H", "H", "H", "H", "H", "C", "C", "O", "O", "H", "H", "H"], "coordinates": [[-1.535947, -1.952420, -0.227784], [-2.000390, -0.524528, -0.538983], [-0.846642, -1.862128, 1.129989], [-1.317755, -2.397686, 2.116058], [0.462648, -1.416271, 1.087612], [-2.378148, -2.651852, -0.285763], [-0.723721, -2.237435, -0.923254], [-2.309570, -0.313903, -1.557281], [0.769063, -1.260983, 2.032643], [0.661446, -0.688722, 0.397081], [-1.051050, 0.060326, -0.426018], [-2.621051, -0.053725, 0.222402], [2.675734, 1.617798, -0.996235], [1.204801, 2.073934, -0.894084], [0.825077, 3.227464, -1.129516], [0.486251, 1.169360, -0.354287], [2.690939, 0.575524, -1.331089], [3.216565, 1.749698, -0.063133], [3.333046, 2.146968, -1.708188]], "forces_ev_per_angstrom": [[-0.0966, 0.9375, -0.2523], [2.1881, 0.9530, 0.2062], [0.5416, -2.0683, -0.8377], [-0.2376, 0.4073, 0.6527], [-1.2792, -0.0328, 0.0608], [0.4960, -0.1858, 0.4909], [-0.6285, 0.0395, -0.0004], [-0.4566, -0.2550, -0.0400], [0.4311, 0.3090, 0.0120], [0.1952, 0.3835, 0.2330], [-0.9950, 0.0259, -0.4539], [-0.5572, -0.4459, -0.1385], [0.7368, 0.2608, -1.3559], [-0.4335, -0.2185, 1.5973], [0.6337, 0.0424, -0.6297], [0.3731, -0.1229, -0.3615], [0.0465, 0.0146, 0.4456], [-0.3498, -0.2912, 0.4365], [-0.6079, 0.2469, -0.0651]], "mulliken_charge": [-0.430, -0.505, 0.500, -0.659, -0.464, 0.259, 0.265, 0.322, 0.250, 0.349, -0.039, 0.269, -0.862, 0.415, -0.723, -0.710, 0.245, 0.201, 0.317]}

=====

{"formula": "C4H7LuO", "method": "ωB97M-V/def2-TZVPD", "total_charge": 3, "energy_ha": -1465.8970, "multiplicity": 2, "orbital_gap_ev": [5.769, 5.671], "e_lumo_ev": [-16.64, -16.66], "s2": 0.755, "symbols": ["C", "C", "C", "O", "Lu", "H", "H", "H", "H", "C", "H", "H", "H"], "coordinates": [[-1.573637, 0.063021, 0.382473], [-0.086563, 0.139091, 0.601489], [0.995950, -0.786021, 0.252380], [2.198508, -0.455832, -0.129115], [3.658711, -0.310550, -1.848294], [-1.932224, -0.853731, -0.095233], [0.174599, 0.635739, 1.544735], [-2.189139, 0.452739, 1.194817], [0.327443, -1.240800, -0.638603], [-0.877969, 1.051899, -0.486053], [-0.820589, 0.810481, -1.547947], [-0.968989, 2.112428, -0.253634], [1.093902, -1.618465, 1.022984]], "forces_ev_per_angstrom": [[0.6987, -0.2430, -0.6003], [1.1677, 0.6549, 5.2506], [-5.6133, -4.4584, -2.6959], [6.8989, 2.3091, -5.3536], [-2.9481, -0.4166, 4.1624], [0.2482, 0.1599, -0.2795], [-0.3659, 0.8126, -0.4715], [0.4000, 0.1662, 0.0934], [2.0904, -0.4541, 1.0744], [-3.0657, 0.7366, -1.4121], [0.5464, -0.1399, 0.2586], [0.6648, -0.0681, 0.2250], [-0.7221, 0.9408, -0.2515]], "mulliken_charge": [-0.343, 0.196, -0.395, -0.551, 2.274, 0.294, 0.450, 0.301, 0.191, -0.402, 0.316, 0.321, 0.346]}

=====

{"formula": "C10H20N2O3", "method": "ωB97M-V/def2-TZVPD", "relative_energy_kcal_mol": 202.0, "energy_ha": -727.9996, "orbital_gap_ev": [5.955, 7.665], "e_lumo_ev": [0.28, 0.73], "symbols": ["C", "C", "C", "C", "C", "C", "C", "C", "C", "C", "N", "N", "O", "O", "O", "H", "H", "H", "H", "H", "H", "H", "H", "H", "H", "H", "H", "H", "H", "H", "H", "H", "H", "H", "H"], "coordinates": [[1.827410, -0.608600, -0.122646], [1.039358, -1.070517, 0.855225], [1.568014, 0.172095, -1.392138], [-0.855590, 0.469530, 0.764128], [1.567009, -2.016587, 1.903624], [2.473319, 1.412327, -1.423481], [-2.277108, 0.592321, 0.335018], [-0.274352, 2.681371, 0.280243], [-1.595651, -1.648134, 2.762854], [-1.257312, -0.447500, -3.224587], [-0.308661, -0.735170, 1.006790], [0.251284, 0.550182, -1.763132], [-0.108941, 1.539850, 1.100331], [-1.173458, -1.769143, 1.417416], [-0.546295, -0.610743, -2.028878], [2.858109, -0.936368, -0.075619], [1.935026, -0.531639, -2.167711], [1.514155, -1.558152, 2.891388], [2.603890, -2.262823, 1.695024], [0.988472, -2.939806, 1.910411], [3.518506, 1.110096, -1.429694], [2.293296, 2.032445, -0.550571], [2.263639, 1.993403, -2.318323], [-2.841112, 1.241829, 1.007273], [-2.728348, -0.395091, 0.305236], [-2.325946, 1.012149, -0.668514], [0.503711, 3.384104, 0.569766], [-1.255014, 3.142119, 0.422015], [-0.145664, 2.352970, -0.764729], [-0.762610, -1.755699, 3.462409], [-2.298577, -2.466011, 2.910995], [-2.096508, -0.692886, 2.938694], [-2.111368, -1.125586, -3.176147], [-0.636511, -0.701504, -4.095201], [-1.606171, 0.585169, -3.337470]], "forces_ev_per_angstrom": [[-0.2549, -0.0613, -0.2031], [0.6561, -0.4931, 0.0780], [0.0749, -0.2949, -0.0160], [0.8704, 0.0856, -1.3918], [-0.1094, 0.1387, -0.0737], [-0.2505, -0.2424, -0.0012], [0.0734, -0.0674, 0.2218], [-0.0269, 0.4247, -0.4449], [0.0941, 0.1942, 0.3260], [0.0486, 0.1432, -0.2022], [-0.6271, 0.7621, 0.4710], [-1.1294, 0.3145, 0.4013], [-0.3404, -0.8861, 0.3587], [0.2529, -0.0105, -0.8028], [0.5606, -0.2760, 0.6162], [0.0808, -0.1253, 0.1435], [0.0153, 0.0421, 0.0424], [-0.0006, -0.0523, 0.1235], [0.0267, 0.0068, -0.0227], [0.0190, -0.0275, 0.0686], [0.0967, 0.0318, 0.0502], [0.0351, 0.1086, 0.1058], [-0.0079, 0.0258, -0.0905], [0.0032, -0.0024, 0.0489], [-0.0258, 0.0382, 0.0094], [0.1040, 0.0444, -0.0562], [-0.0507, -0.0198, 0.0572], [0.0123, -0.0240, 0.0434], [-0.0811, 0.1691, 0.2286], [-0.0127, 0.0264, -0.0600], [-0.0111, 0.0441, -0.0198], [-0.0299, -0.0088, 0.0017], [0.0121, -0.0021, -0.0728], [-0.0783, 0.0674, 0.0294], [0.0003, -0.0737, 0.0321]], "mulliken_charge": [-1.116, 0.838, 0.512, 0.758, -1.657, -1.502, -1.611, -0.772, -0.549, -0.773, 0.716, -0.424, -0.362, -0.378, -0.222, 0.228, 0.426, 0.278, 0.437, 0.319, 0.443, 0.264, 0.391, 0.412, 0.442, 0.368, 0.277, 0.301, 0.353, 0.245, 0.268, 0.263, 0.254, 0.237, 0.337]}

=====

{"formula": "C6H9NS", "method": "ωB97M-V/def2-TZVPD", "relative_energy_kcal_mol": 99.9, "smiles": "NC[C@@]12CC=C[C@@H]1S2", "energy_ha": -686.8037, "orbital_gap_ev": 9.789, "e_lumo_ev": 0.82, "symbols": ["N", "C", "C", "C", "C", "C", "C", "S", "H", "H", "H", "H", "H", "H", "H", "H", "H"], "coordinates": [[0.516466, 1.618798, -2.372788], [0.442819, 0.173180, -1.879465], [0.187396, -0.166888, -0.415620], [0.360088, -1.646467, 0.048773], [0.426321, -1.654325, 1.683912], [0.525663, -0.388004, 2.133216], [0.237816, 0.455472, 0.902069], [-1.362685, 0.610662, 0.260533], [1.571520, 1.905904, -1.921580], [-0.167996, 2.186364, -1.825611], [1.474636, -0.106261, -2.552756], [-0.475090, -0.269847, -2.301343], [-0.572352, -2.052394, -0.079893], [1.192507, -2.300875, -0.318673], [0.364194, -2.418981, 2.510391], [0.738157, -0.061472, 3.215104], [0.981499, 1.377569, 0.878030]], "forces_ev_per_angstrom": [[2.9068, 0.2713, 3.4625], [1.9104, 1.2875, -2.8031], [0.3872, -2.5714, 1.5920], [0.7728, -0.8531, 2.3660], [0.6907, 1.2572, 0.4222], [-0.4244, -0.9619, -0.9702], [5.3442, 5.5544, 1.8083], [-1.0339, -0.1660, -0.7832], [-3.8943, -0.4064, -1.6715], [0.6336, -0.4003, -0.4258], [-2.7973, -0.7074, 2.6348], [0.7859, -0.0343, -0.6234], [-2.0315, -1.9504, -1.1237], [-0.7845, 0.9642, -0.1941], [0.3110, -0.0648, -1.8468], [-0.7230, -0.2599, -2.0617], [-2.0537, -0.9588, 0.2179]], "mulliken_charge": [-0.649, -0.755, 0.535, -0.850, -0.358, -0.467, -0.163, -0.217, 0.289, 0.289, 0.345, 0.298, 0.362, 0.404, 0.293, 0.321, 0.323]}